Arrangement a

This record from the OMol25 dataset describes one molecule with the formula C16H22N2O2S. The level of theory is ωB97M-V with the def2-TZVPD basis set.

## Properties
**Structure (SMILES)**: CC[C@]1(c2cccc(NS(=O)(=O)C3CC3)c2)[C@@H]2CNC[C@@H]21
**E_LUMO**: 0.7 eV
**Highest occupied orbital energy**: -8.54 eV
**Orbital gap**: 9.29 eV

```
! RIJCOSX wB97M-V def2-TZVPD def2/J DEFGRID3
* xyz 0 1
S 1.401 -1.146 -3.186
O 0.908 -2.186 -2.286
O 2.617 -1.620 -3.900
N 1.787 0.228 -2.298
N -1.260 -1.599 4.380
C 1.747 1.148 2.909
C 0.422 -0.776 -5.811
C -0.381 0.196 2.045
C -0.282 0.732 0.663
C 0.214 0.611 -5.215
C -0.204 -2.019 3.453
C -1.032 2.285 -1.004
C 0.099 -0.633 -4.327
C 0.677 0.240 -0.208
C -1.141 1.744 0.276
C -0.116 1.767 -1.909
C 0.305 0.987 3.163
C -0.504 -1.344 2.104
C -1.720 -0.480 2.325
C -2.154 -0.623 3.780
C 0.764 0.751 -1.494
H -3.166 -0.997 3.827
H -1.745 3.001 -1.348
H -0.489 -1.959 1.188
H -1.858 2.155 0.986
H -2.090 0.315 4.284
H 1.910 1.944 2.182
H -1.717 -2.387 4.839
H -0.187 1.955 3.297
H -0.055 2.212 -2.889
H 2.287 1.401 3.849
H 1.344 -0.552 0.112
H 1.452 -1.095 -6.123
H -0.895 -0.924 -3.973
H -0.703 1.140 -5.482
H -2.486 -0.494 1.555
H -0.209 -3.124 3.307
H 2.150 0.255 2.421
H 0.180 0.473 4.125
H -0.368 -1.090 -6.496
H 2.625 -0.015 -1.779
H 0.778 -1.755 3.861
H 1.096 1.275 -5.200
*
```

Arrangement b

This record from the OMol25 dataset describes one molecule with the formula C16H22N2O2S. The level of theory is ωB97M-V with the def2-TZVPD basis set.

## Properties
**Structure (SMILES)**: Cc1ccc(SCCC(=O)N2CCC(C(N)=O)CC2)cc1
**E_LUMO**: 0.6 eV
**Highest occupied orbital energy**: -7.81 eV
**Orbital gap**: 8.44 eV

```
! RIJCOSX wB97M-V def2-TZVPD def2/J DEFGRID3
* xyz 0 1
S -2.736 2.278 -0.688
O 4.455 -1.774 -1.414
O 1.166 2.983 0.062
N 1.958 0.931 -0.383
N 6.328 -0.885 -0.564
C 2.849 -1.019 0.785
C -4.761 0.602 -1.266
C -3.707 0.829 -0.384
C -5.370 -1.400 -0.070
C -5.578 -0.496 -1.108
C 4.234 1.051 0.482
C -1.426 2.234 0.573
C 1.937 -0.512 -0.338
C -3.490 -0.064 0.654
C -6.272 -2.586 0.094
C 4.994 -1.117 -0.553
C 0.981 1.782 -0.003
C 3.284 1.451 -0.646
C -0.376 1.155 0.320
C 4.274 -0.478 0.634
C -4.318 -1.164 0.802
H -4.927 1.301 -2.073
H 6.794 -0.368 0.160
H -0.259 0.519 1.201
H 2.313 -0.895 -1.292
H -6.346 -3.142 -0.839
H 0.927 -0.887 -0.191
H 3.637 1.045 -1.599
H 2.449 -0.699 1.750
H -0.951 3.215 0.495
H -6.392 -0.658 -1.800
H 2.866 -2.109 0.758
H -2.687 0.082 1.357
H 6.878 -1.267 -1.314
H -4.135 -1.850 1.617
H -7.276 -2.260 0.367
H 3.209 2.537 -0.717
H -1.898 2.150 1.551
H 5.230 1.449 0.278
H -0.681 0.528 -0.520
H 4.847 -0.732 1.534
H -5.903 -3.252 0.870
H 3.876 1.492 1.415
*
```

The most stable arrangement is arrangement b, and the next structure is 410.1 kJ/mol less stable.

Arrangement a

This record from the OMol25 dataset describes a 18-piece molecular cluster, H36O18 overall. The level of theory is ωB97M-V with the def2-TZVPD basis set.

## Properties
**E_LUMO**: -0.2 eV
**Highest occupied orbital energy**: -9.78 eV
**Orbital gap**: 9.62 eV

```
! RIJCOSX wB97M-V def2-TZVPD def2/J DEFGRID3
* xyz 0 1
O 2.072 0.189 4.068
O -4.263 1.716 -0.480
O 3.752 0.591 -1.608
O 4.043 -2.906 0.735
O -0.874 -2.195 -3.822
O 1.297 -2.040 5.350
O 0.181 0.391 0.196
O -2.085 0.770 -1.497
O 0.715 -2.202 2.393
O 2.784 1.633 0.740
O 4.153 0.414 2.424
O -2.964 -1.240 -2.736
O -0.725 4.254 4.828
O -5.662 -0.411 -1.365
O 1.059 -0.243 -2.136
O -4.913 0.531 -4.235
O -0.951 -3.089 -1.415
O 2.597 3.994 -1.453
H 1.402 0.410 3.540
H 4.048 0.563 -0.656
H -2.476 -2.054 -2.347
H 0.691 0.076 -3.048
H 2.166 -0.784 3.971
H -1.174 0.484 -1.345
H -1.340 3.510 4.905
H -1.016 4.776 4.161
H -3.387 1.496 -0.721
H 0.633 -0.020 -0.470
H -0.589 0.031 0.380
H 0.389 -1.936 1.676
H -0.152 -2.479 -1.662
H -2.248 0.201 -2.246
H 2.112 -1.577 5.099
H 2.695 4.565 -0.649
H -5.060 0.902 -3.348
H -0.531 -1.450 -4.480
H 1.933 -0.658 -2.276
H 2.149 4.788 -1.917
H -5.265 0.382 -1.002
H -1.621 -2.277 -4.356
H 0.952 -1.745 6.228
H 4.400 1.142 2.968
H 3.364 -2.533 1.409
H -6.412 -0.658 -0.952
H 2.071 1.507 1.301
H -4.680 1.303 0.328
H 4.420 -0.161 -1.934
H -0.932 -3.949 -1.935
H 4.099 -3.801 1.198
H 0.134 -2.238 3.006
H 3.985 0.891 1.550
H -5.193 -0.362 -3.920
H -3.710 -1.000 -2.275
H 2.417 1.391 -0.059
*
```

Arrangement b

This record from the OMol25 dataset describes a 18-piece molecular cluster, H36O18 overall. The level of theory is ωB97M-V with the def2-TZVPD basis set.

## Properties
**E_LUMO**: -0.2 eV
**Highest occupied orbital energy**: -10.41 eV
**Orbital gap**: 10.21 eV

```
! RIJCOSX wB97M-V def2-TZVPD def2/J DEFGRID3
* xyz 0 1
O -4.383 -3.153 1.253
O 1.098 -1.296 -4.228
O 4.360 -1.182 2.952
O -0.967 -0.220 0.094
O 0.795 -4.787 0.205
O 2.746 3.430 -0.059
O 0.109 -1.592 4.158
O -0.459 -3.649 -4.334
O 2.317 3.651 3.006
O 0.322 2.272 0.385
O 3.786 -0.293 -0.285
O 0.420 1.120 -3.028
O 3.887 -1.915 -3.012
O -3.309 -1.183 2.352
O -4.191 2.859 1.050
O -1.846 -1.208 -2.560
O -1.121 4.903 1.278
O -3.826 0.546 -0.565
H 2.013 -1.332 -4.523
H -0.442 0.078 0.833
H -1.223 5.038 2.214
H 3.817 -0.547 0.643
H -2.546 -0.687 2.680
H -0.927 5.729 0.847
H -2.502 -0.616 -2.940
H 0.722 -2.177 -4.141
H -1.496 -1.008 -0.015
H 2.426 3.622 0.817
H -2.847 -1.812 1.787
H 0.907 0.350 -3.364
H -0.159 -4.681 0.189
H -1.075 -0.637 -2.477
H 0.097 3.019 0.955
H -4.333 0.835 0.201
H 0.223 -2.397 4.639
H -1.231 -3.744 -3.769
H -3.499 3.496 1.220
H 0.983 -3.853 0.372
H -2.977 0.915 -0.313
H -0.774 -3.018 -4.990
H 3.093 -2.207 -2.589
H 2.865 -0.267 -0.554
H 0.796 -1.009 3.851
H -4.300 -3.096 2.203
H 0.899 1.487 -2.278
H 5.200 -1.645 3.011
H 4.509 -0.297 3.297
H 3.007 3.603 2.350
H -5.102 -2.624 0.907
H 2.193 4.352 3.638
H 4.372 -2.548 -3.533
H -4.784 3.131 0.350
H -0.584 1.950 0.262
H 2.939 4.291 -0.441
*
```

The most stable arrangement is arrangement b, and the next structure is 341.0 kJ/mol less stable.